C15H24BrN3O5 | wB97M-V/def2-TZVPD

Structure (XYZ):
```
48
Properties=species:S:1:pos:R:3:lowdin_charge:R:1
C -5.00958 -0.86853 -0.87491 -0.052
N -3.82514 -0.75053 -0.02868 0.039
C -2.56748 -0.72958 -0.48246 -0.456
O -2.31924 -0.78875 -1.68368 0.050
C -1.41364 -0.59069 0.52370 -0.130
N -1.58668 0.44178 1.57152 0.139
C -2.49608 0.47105 2.54531 -0.535
C -2.41167 1.63444 3.50419 0.010
O -3.36292 -0.38109 2.69565 0.025
C -1.03087 -1.94829 1.14026 -0.388
C -0.63996 -2.99778 0.10043 -0.019
O 0.08781 -1.79526 1.98665 -0.022
H -5.91223 -0.79216 -0.26717 0.084
H -5.00645 -0.07218 -1.62168 0.084
H -4.99835 -1.83150 -1.38893 0.084
H -3.95451 -0.69054 0.97668 0.091
H -0.55595 -0.28729 -0.06834 0.130
H -0.89410 1.17291 1.58197 0.145
H -2.64642 2.55659 2.97558 0.086
H -1.40537 1.68918 3.91638 0.085
H -3.12821 1.47986 4.31011 0.086
H -1.86714 -2.33013 1.72674 0.141
H -0.31478 -3.91068 0.59814 0.081
H -1.49459 -3.23365 -0.53349 0.086
H 0.16930 -2.61472 -0.52179 0.073
H 0.18697 -2.60998 2.48237 0.092
C 0.74718 -0.17023 -3.78730 -0.052
O 0.74019 -0.53246 -2.40191 -0.132
C 1.51025 0.28224 -1.61144 -0.277
C 1.09886 1.58054 -1.28828 -0.053
C 1.87317 2.38340 -0.44215 -0.592
Br 1.26675 4.14779 -0.01039 0.734
C 3.08610 1.89756 0.07230 -0.326
O 3.83676 2.72249 0.87320 -0.137
C 5.25417 2.68807 0.65373 -0.068
C 3.48024 0.58439 -0.23281 0.043
C 2.69639 -0.21207 -1.05878 -0.257
N 3.08577 -1.50941 -1.32973 0.121
H 0.19503 -0.91840 -4.36419 0.095
H 1.77165 -0.12397 -4.17128 0.095
H 0.26761 0.80174 -3.93949 0.089
H 0.16333 1.95754 -1.68856 0.119
H 5.71241 3.59117 1.06723 0.092
H 5.70098 1.82198 1.15088 0.083
H 5.48860 2.64516 -0.41529 0.100
H 4.39439 0.17546 0.17798 0.119
H 2.36520 -2.06785 -1.78780 0.095
H 3.66224 -1.96762 -0.63044 0.101
```

Multiplicity ... 1
Total charge ... 0
HOMO-LUMO gap ... 8.500 eV
SMILES ... CNC(=O)[C@@H](NC(C)=O)[C@@H](C)O.COc1cc(Br)c(OC)cc1N